Entry 1:
Computed, not measured: a molecular structure, C21H46N3OP2SSm, with ωB97M-V/def2-TZVPD.

Geometry (Å):
Sm (-1.26558, 0.03864, -0.77905)
P (-0.17758, -2.53366, -1.22993)
P (-0.20607, 2.66077, -0.96442)
N (-0.40836, 0.14636, -2.86145)
C (-0.16553, -2.40310, -3.07832)
H (0.61294, -3.09281, -3.44280)
H (-1.13072, -2.75379, -3.47229)
C (0.12146, -0.99699, -3.63005)
H (1.22170, -0.88159, -3.74676)
H (-0.27732, -0.93729, -4.66196)
C (0.11207, 1.36806, -3.50605)
H (-0.28135, 1.41005, -4.54086)
H (1.21390, 1.27648, -3.62760)
C (-0.19268, 2.70852, -2.81735)
H (-1.16288, 3.08342, -3.17512)
H (0.57621, 3.44096, -3.11252)
C (1.27867, 3.59086, -0.42489)
C (1.63275, 3.26071, 1.03420)
H (2.60023, 3.72257, 1.27306)
H (1.72871, 2.18093, 1.20240)
H (0.88680, 3.66187, 1.73355)
C (-1.76618, 3.59627, -0.52296)
C (-1.91050, 3.74534, 0.99654)
H (-2.90923, 4.14980, 1.21552)
H (-1.16998, 4.44487, 1.41353)
H (-1.82923, 2.78496, 1.52726)
C (-1.75386, -3.48350, -0.88126)
C (-1.91245, -3.76185, 0.61857)
H (-2.91238, -4.18489, 0.79274)
H (-1.83876, -2.85098, 1.23217)
H (-1.17357, -4.49324, 0.98041)
C (1.29722, -3.52268, -0.78267)
C (1.64921, -3.34526, 0.70338)
H (2.61978, -3.82306, 0.89239)
H (0.90629, -3.82314, 1.35642)
H (1.73805, -2.28853, 0.98458)
C (1.20729, 0.01931, -0.46569)
O (2.37062, 0.02313, -0.47240)
C (-1.97011, 4.91756, -1.26225)
H (-1.25916, 5.68811, -0.94234)
H (-1.90294, 4.80985, -2.34892)
H (-2.97880, 5.28727, -1.03255)
C (-1.96374, -4.73523, -1.73149)
H (-2.97520, -5.11768, -1.53599)
H (-1.89323, -4.53593, -2.80461)
H (-1.25786, -5.53437, -1.47652)
C (1.23391, -5.00282, -1.16694)
H (2.22763, -5.44282, -1.00551)
H (0.53198, -5.56161, -0.53413)
H (0.97838, -5.15815, -2.22192)
C (1.22458, 5.10300, -0.65518)
H (0.52275, 5.59851, 0.02824)
H (2.21979, 5.51876, -0.44515)
H (0.97518, 5.36736, -1.68959)
H (2.07382, 3.17245, -1.06762)
H (2.09742, -3.04593, -1.37727)
H (-2.56510, 2.90695, -0.86836)
H (-2.54276, -2.75810, -1.17327)
H (-2.22855, 0.09977, -2.65897)
H (-2.83529, 0.05507, -2.03014)
S (-1.59364, -0.08371, 2.11978)
C (-0.20232, -0.16804, 3.14319)
N (0.35974, 0.95178, 3.64637)
C (1.21423, 0.96051, 4.84630)
C (2.03508, -0.31034, 4.90472)
C (1.15708, -1.52819, 4.71466)
N (0.31653, -1.35705, 3.51995)
H (-0.15901, 1.79857, 3.43398)
H (0.58768, 1.05218, 5.74403)
H (1.85532, 1.84460, 4.78568)
H (2.53497, -0.37238, 5.87051)
H (2.81011, -0.28617, 4.13115)
H (0.52150, -1.68296, 5.59583)
H (1.75978, -2.43201, 4.56556)
H (-0.23941, -2.15633, 3.21842)

Results
Orbital gap (spin up / spin down)   7.64 / 8.45 eV
DFT total energy   -76344.1857 eV
Spin multiplicity   6
Energy above the lowest of the compared OMol25 structures with the same formula, charge and spin   7.28 kJ/mol
E_LUMO (spin up / spin down)   -0.2328 / -0.2068 Eh
Charge   +2

Here are the Löwdin charges for atoms 1 to 5, given in e:
1 Sm 1.017
2 P 0.962
3 P 0.960
4 N -0.368
5 C -0.292

***

Entry 2:
Computed, not measured: a molecular structure, C21H46N3OP2SSm, with ωB97M-V/def2-TZVPD.

Geometry (Å):
Sm (0.17467, -0.10220, 0.54402)
P (2.55714, -0.02726, -0.98614)
P (-2.65539, -0.03476, 0.68159)
N (-0.58683, 0.38463, -1.85399)
C (1.84421, 0.34746, -2.67666)
H (2.57224, 1.03199, -3.15356)
H (1.90147, -0.63743, -3.23861)
C (0.40889, 0.92151, -2.86599)
H (0.42793, 2.04104, -2.88296)
H (0.00407, 0.55352, -3.81477)
C (-1.99045, 0.89008, -2.10721)
H (-2.20703, 0.48311, -3.11437)
H (-2.04782, 1.99011, -2.13385)
C (-3.05011, 0.29506, -1.12234)
H (-3.40990, -0.68717, -1.52420)
H (-3.92558, 0.98779, -1.09105)
C (-3.45058, 1.35116, 1.60909)
C (-2.83314, 1.48033, 3.01231)
H (-3.32011, 2.31944, 3.51305)
H (-1.75980, 1.67767, 2.97428)
H (-3.00565, 0.56471, 3.61179)
C (-3.45399, -1.66318, 1.06555)
C (-3.19922, -2.03191, 2.53222)
H (-3.50414, -3.07605, 2.68557)
H (-3.78847, -1.41139, 3.22852)
H (-2.13802, -1.95776, 2.81141)
C (3.46713, -1.63154, -1.16797)
C (4.10749, -2.02380, 0.16919)
H (4.43892, -3.06827, 0.10598)
H (3.40520, -1.95794, 1.01229)
H (4.99305, -1.41285, 0.40710)
C (3.72435, 1.36565, -0.65470)
C (4.09092, 1.42690, 0.83534)
H (4.64366, 2.35769, 1.00053)
H (4.74478, 0.58340, 1.11892)
H (3.21562, 1.42872, 1.49027)
C (0.97651, -0.51794, 3.11075)
C (-4.92119, -1.76708, 0.68837)
H (-5.56548, -1.13449, 1.32468)
H (-5.11613, -1.51684, -0.36626)
H (-5.23841, -2.81176, 0.84564)
C (4.45121, -1.69372, -2.32132)
H (4.82389, -2.72894, -2.39705)
H (3.99391, -1.43782, -3.29078)
H (5.32980, -1.04454, -2.16833)
C (4.95991, 1.42386, -1.54169)
H (5.41561, 2.41985, -1.40966)
H (5.72994, 0.69357, -1.23651)
H (4.75843, 1.30554, -2.61255)
C (-4.96846, 1.33622, 1.65336)
H (-5.36384, 0.58545, 2.37032)
H (-5.29900, 2.31926, 2.03243)
H (-5.45246, 1.18986, 0.68097)
H (-3.13432, 2.22272, 1.00507)
H (3.08611, 2.23651, -0.89464)
H (-2.86973, -2.34217, 0.43450)
H (2.64593, -2.32907, -1.36695)
O (1.32177, -0.73627, 4.19348)
H (-0.67993, -0.49769, -2.19434)
H (-0.02697, -1.86499, 0.16353)
S (0.12450, 2.65740, 0.30370)
C (0.76227, 3.43763, 1.73053)
N (0.88499, 2.81415, 2.90883)
C (1.48279, 3.46171, 4.09477)
C (1.34309, 4.96936, 4.01654)
C (1.80199, 5.46910, 2.66789)
N (1.12782, 4.71555, 1.59076)
H (0.69828, 1.79885, 2.96580)
H (2.53361, 3.16827, 4.19125)
H (0.95021, 3.07692, 4.98287)
H (1.94350, 5.44029, 4.82114)
H (0.28533, 5.24566, 4.16345)
H (2.90784, 5.36252, 2.55803)
H (1.55645, 6.52057, 2.52205)
H (1.11392, 5.10248, 0.65213)

Results
Orbital gap (spin up / spin down)   7.24 / 7.36 eV
DFT total energy   -76344.2611 eV
Spin multiplicity   6
Energy above the lowest of the compared OMol25 structures with the same formula, charge and spin   0.00 kJ/mol
E_LUMO (spin up / spin down)   -0.2504 / -0.2475 Eh
Charge   +2

Here are the Löwdin charges for atoms 1 to 5, given in e:
1 Sm 0.879
2 P 0.904
3 P 0.902
4 N -0.219
5 C -0.294

***

Entry 3:
Computed, not measured: a molecular structure, C21H46N4O9P2, with ωB97M-V/def2-TZVPD.

Geometry (Å):
N (-3.78906, 7.61165, -0.21886)
P (-2.98116, 6.90409, -1.30024)
O (-1.88826, 7.70125, -2.14824)
O (-3.86288, 6.14801, -2.39819)
O (-2.15683, 5.60300, -0.79069)
P (-1.07535, 5.65791, 0.38821)
O (-0.44433, 6.94723, 0.66617)
O (-1.83418, 5.02665, 1.64010)
O (-0.07884, 4.54638, -0.10614)
C (0.92544, 4.20636, 0.88719)
C (2.28013, 4.76492, 0.44909)
C (3.21547, 5.36537, 1.47291)
N (2.86718, 5.30051, 2.80305)
O (4.26999, 5.81735, 1.13070)
H (-3.52601, 8.58343, -0.10546)
H (-2.25855, 7.96900, -3.00382)
H (-3.34672, 5.48817, -2.88421)
H (-2.75982, 4.82078, 1.45203)
H (0.60974, 4.54709, 1.87067)
H (0.94637, 3.11692, 0.91181)
H (2.11718, 5.52408, -0.31657)
H (2.84549, 3.96083, -0.02948)
H (3.41763, 5.95934, 3.34213)
H (1.88400, 5.40278, 3.00559)
C (-0.89324, -1.33602, -3.09014)
C (-0.96975, -0.42281, -1.84236)
C (-2.39275, -0.39130, -1.27170)
C (-3.38172, 0.46641, -2.06178)
C (-2.81494, 1.86233, -2.31443)
C (-1.44386, 1.82810, -2.98875)
N (-0.53031, 0.97297, -2.16684)
O (-0.05367, 1.60055, -1.15253)
C (-1.57694, 1.31982, -4.43146)
C (-0.84947, 3.22460, -3.05390)
C (-0.02452, -0.99184, -0.79483)
H (-0.25749, -0.90463, -3.86078)
H (-0.45682, -2.29691, -2.82233)
H (-1.87169, -1.53517, -3.52781)
H (-2.34557, -0.01084, -0.24642)
H (-2.75177, -1.42063, -1.20856)
H (-3.64544, -0.01761, -3.00567)
H (-4.31163, 0.54864, -1.49628)
H (-3.49676, 2.44728, -2.93741)
H (-2.72474, 2.38924, -1.35843)
H (-0.59619, 1.23152, -4.89979)
H (-2.15838, 2.04436, -5.00248)
H (-2.08342, 0.36383, -4.51995)
H (-0.79107, 3.69343, -2.07832)
H (-1.47059, 3.85796, -3.69307)
H (0.15468, 3.20993, -3.48072)
H (1.01041, -0.95552, -1.13671)
H (-0.28539, -2.03482, -0.61442)
H (-0.08976, -0.46053, 0.15199)
C (3.07681, -6.90028, 1.72341)
C (2.74340, -5.40816, 1.48380)
C (3.18234, -4.54683, 2.67398)
C (2.27258, -4.63699, 3.89804)
C (0.81264, -4.41078, 3.51189)
C (0.34356, -5.35142, 2.40328)
N (1.27688, -5.21418, 1.23851)
O (1.02346, -4.17329, 0.53135)
C (0.27068, -6.79423, 2.92106)
C (-1.05584, -4.97141, 1.94004)
C (3.49332, -4.95425, 0.23809)
H (2.27792, -7.54855, 1.36920)
H (3.97429, -7.17714, 1.17232)
H (3.25937, -7.12737, 2.77368)
H (3.22307, -3.50268, 2.34905)
H (4.20243, -4.83378, 2.93856)
H (2.39338, -5.60036, 4.40065)
H (2.57736, -3.87989, 4.62243)
H (0.16072, -4.54171, 4.37841)
H (0.68902, -3.37704, 3.17459)
H (-0.00116, -7.47890, 2.11693)
H (-0.50365, -6.84948, 3.68642)
H (1.19157, -7.14886, 3.37356)
H (-1.11070, -3.93214, 1.62532)
H (-1.75107, -5.11749, 2.76715)
H (-1.37322, -5.59951, 1.10652)
H (3.14669, -5.49103, -0.64575)
H (4.55319, -5.16648, 0.38049)
H (3.37853, -3.88854, 0.05816)

Results
Orbital gap (spin up / spin down)   8.48 / 9.63 eV
DFT total energy   -65491.6223 eV
Spin multiplicity   3
E_LUMO (spin up / spin down)   0.0079 / 0.0079 Eh

Here are the Löwdin charges for atoms 1 to 5, given in e:
1 N -0.117
2 P 0.353
3 O -0.109
4 O -0.119
5 O -0.260

***

Among the records above, which one has the lowest DFT total energy?
number 2